No. 1
Density functional theory data (the ωB97M-V functional and the def2-TZVPD basis) for an isolated molecule of C31H52O2.

```
85
Properties=species:S:1:pos:R:3:forces:R:3
C -0.3394 -0.6188 6.7154 -0.16 -0.21 0.06
C -1.8019 -0.9973 6.5094 0.16 0.24 -0.03
C -2.5790 0.0313 5.6599 -0.45 -0.36 0.03
C -2.9193 -0.5577 4.2839 0.41 0.17 0.12
C -1.6740 -0.8988 3.4652 -0.44 0.13 -0.18
C -1.9803 -1.2751 2.0061 0.30 -0.05 0.15
C -2.8883 -2.5048 1.9685 0.02 0.29 -0.09
C -0.6527 -1.4155 1.2314 -0.20 0.02 -0.14
C -0.0115 -2.8195 1.1851 0.03 0.02 0.11
C 0.8432 -2.8604 -0.0999 0.15 0.12 0.01
C 0.7695 -1.4320 -0.6407 -0.31 -0.26 -0.33
C 1.1141 -1.1803 -2.1043 0.41 0.14 0.40
C 2.5227 -1.6932 -2.4044 -0.23 0.08 -0.07
C 3.1166 -1.0811 -3.6281 0.07 -0.18 0.12
C 2.6172 -0.0323 -4.2620 0.02 -0.03 -0.21
C 3.3438 0.6144 -5.4045 0.25 0.08 0.07
C 3.9244 1.9538 -4.9190 0.21 -0.36 0.39
O 3.9802 2.8922 -6.0048 -0.42 0.22 0.12
C 5.0260 2.8159 -6.8281 0.24 0.17 -0.34
C 4.9254 3.8477 -7.9235 0.02 -0.08 0.16
O 5.9249 2.0251 -6.7092 0.05 -0.11 0.01
C 3.0483 2.5546 -3.8190 -0.07 0.09 -0.31
C 1.5826 2.1903 -4.0333 0.18 0.02 0.17
C 1.3417 0.6726 -3.8477 -0.08 -0.01 0.08
C 0.2123 0.2353 -4.7947 0.13 0.04 0.17
C 1.0176 0.3352 -2.3690 -0.30 -0.10 -0.30
C -0.3450 0.8862 -1.9195 0.19 0.12 0.17
C -0.6950 0.5414 -0.4690 -0.10 -0.16 -0.13
C -0.6421 -0.9692 -0.2489 0.26 0.28 0.31
C -1.7486 -1.6603 -1.0455 0.26 0.09 0.05
C -3.8321 0.5214 6.4186 0.14 0.31 -0.09
C -3.4177 1.3667 7.6249 -0.11 -0.28 -0.09
C -4.7771 1.3558 5.5526 0.03 -0.29 0.16
H 0.1684 -1.3728 7.3140 0.13 -0.02 0.05
H -0.2611 0.3357 7.2319 0.05 0.12 0.04
H 0.1769 -0.5349 5.7624 0.10 0.05 -0.10
H -2.2728 -1.1068 7.4877 -0.06 -0.04 0.01
H -1.8528 -1.9773 6.0320 -0.06 -0.07 0.01
H -1.9387 0.9056 5.4958 0.03 0.09 -0.01
H -3.5368 -1.4458 4.4271 -0.14 -0.05 -0.01
H -3.4960 0.1682 3.7103 -0.12 -0.01 -0.07
H -1.1274 -1.7225 3.9267 0.15 -0.06 0.07
H -1.0211 -0.0220 3.4681 0.11 0.00 0.02
H -2.5252 -0.4368 1.5566 -0.03 0.06 0.02
H -2.9957 -2.8969 0.9630 -0.04 -0.12 -0.10
H -2.4971 -3.2910 2.6106 0.03 -0.14 0.06
H -3.8807 -2.2408 2.3256 -0.11 -0.04 0.05
H 0.0616 -0.7543 1.7360 0.02 0.04 -0.06
H 0.5991 -2.9882 2.0719 -0.03 -0.10 0.05
H -0.7684 -3.5992 1.1582 -0.04 -0.08 0.06
H 1.8689 -3.1629 0.1075 0.03 -0.08 -0.07
H 0.4312 -3.5645 -0.8234 0.00 -0.07 -0.06
H 1.4702 -0.8280 -0.0495 0.00 0.08 0.03
H 0.4108 -1.7114 -2.7486 -0.07 -0.03 -0.03
H 2.5086 -2.7815 -2.5031 0.04 -0.03 0.07
H 3.1839 -1.4615 -1.5609 0.00 -0.08 0.10
H 4.0426 -1.5251 -3.9702 0.15 0.03 -0.16
H 4.1427 -0.0242 -5.7807 -0.04 0.01 -0.05
H 2.6576 0.8229 -6.2281 -0.02 0.02 -0.05
H 4.9490 1.8056 -4.5576 -0.21 0.01 -0.07
H 4.2215 4.6255 -7.6455 -0.02 0.06 -0.06
H 4.5797 3.3568 -8.8313 -0.03 -0.03 -0.05
H 5.9082 4.2675 -8.1178 0.04 -0.02 0.00
H 3.1744 3.6382 -3.8254 0.09 -0.01 0.09
H 3.3864 2.1762 -2.8533 0.04 0.02 0.04
H 1.2993 2.4880 -5.0436 -0.10 0.05 -0.06
H 0.9629 2.7595 -3.3420 -0.10 0.02 -0.07
H 0.5411 0.3089 -5.8287 0.01 0.02 -0.12
H -0.0734 -0.7971 -4.6136 -0.09 -0.12 0.00
H -0.6607 0.8720 -4.6760 -0.13 0.06 -0.02
H 1.7913 0.8147 -1.7566 0.09 0.02 0.07
H -1.1288 0.4995 -2.5677 -0.06 0.04 -0.10
H -0.3511 1.9733 -2.0183 -0.08 0.00 -0.10
H -1.6882 0.9348 -0.2406 -0.05 0.06 0.08
H 0.0169 1.0292 0.2020 0.04 0.02 0.10
H -1.6492 -1.4749 -2.1101 -0.05 -0.02 -0.14
H -1.7273 -2.7344 -0.8941 -0.08 -0.20 -0.02
H -2.7190 -1.2822 -0.7322 -0.15 0.00 0.03
H -4.3829 -0.3570 6.7747 0.04 -0.04 0.00
H -4.2906 1.6407 8.2136 -0.05 0.07 0.09
H -2.9325 2.2810 7.2885 0.07 0.14 -0.03
H -2.7278 0.8349 8.2740 0.11 -0.02 0.13
H -5.5418 1.8110 6.1788 -0.09 0.08 0.02
H -5.2804 0.7483 4.8058 -0.06 0.02 -0.13
H -4.2319 2.1525 5.0505 0.06 0.14 -0.10
```
Positions in Å, forces in eV/Å.

Calculated values
frontier orbital gap	9.7	eV
E_tot	-1362.95919	hartree
SMILES	CC[C@@H](CC[C@H](C)[C@H]1CC[C@H]2[C@@H]3CC=C4C[C@@H](OC(C)=O)CC[C@]4(C)[C@H]3CC[C@]12C)C(C)C
LUMO energy	0.7	eV
multiplicity	1

---

No. 2
Density functional theory data (the ωB97M-V functional and the def2-TZVPD basis) for a 11-piece molecular cluster, C31H53Cl22F4N3O4PS overall.

```
119
Properties=species:S:1:pos:R:3:forces:R:3
C 1.0690 4.0789 -0.3433 0.26 0.08 0.23
C -0.0316 3.6930 -0.9593 -0.04 0.01 -0.26
C -0.4495 2.2779 -1.0500 -0.03 -0.23 0.33
N -1.2434 1.7198 -0.1988 0.13 -0.16 -0.34
P -1.9494 2.6518 1.1798 -0.78 -0.16 0.85
O -0.6950 3.2883 1.8850 0.17 -0.15 -0.61
O -2.5281 3.8808 0.3807 0.21 0.01 -0.32
S -3.1206 1.6938 2.3191 0.24 0.00 -0.37
C -1.4619 0.1936 -0.4882 -0.08 0.59 0.10
C -0.6156 -0.4402 0.6380 0.04 0.01 -0.52
C -0.0487 -1.8602 0.4426 0.41 0.16 0.19
C 1.4906 -1.8885 0.4592 -0.06 -0.28 0.14
Cl -0.6508 -2.9043 1.7775 -0.21 -0.10 0.03
N -2.8827 -0.1205 -0.3534 -0.01 -0.18 -0.40
C -3.8173 0.7329 -0.8989 0.38 -0.04 -0.08
C -5.2623 0.4875 -0.5873 0.02 0.09 -0.06
O -3.4422 1.6666 -1.6097 -0.14 0.10 0.31
C -3.3628 -1.3115 0.4116 -0.20 0.30 0.94
C -3.2136 -2.6734 -0.1882 0.15 0.06 0.14
O -3.9216 -1.1263 1.4561 0.30 -0.13 -0.67
C -0.8298 0.0635 -1.9053 0.46 -0.41 -0.63
C -1.6691 -0.3276 -3.1400 -0.07 0.00 0.01
C -2.4918 -1.6097 -3.1281 0.05 0.01 -0.47
C -3.0123 -1.8948 -4.5501 -0.08 0.39 0.10
Cl -2.1675 -3.2601 -5.3082 0.06 -0.11 -0.07
C -0.0181 1.3774 -2.1804 -0.69 0.52 0.18
C -0.3949 2.1751 -3.4550 0.31 0.02 -0.36
C 0.1390 1.6882 -4.8240 -0.52 0.02 0.11
C -0.9434 1.7596 -5.9073 0.30 0.19 -0.13
N -0.3152 2.1148 -7.1769 0.03 0.02 0.12
C 1.5007 1.1421 -2.0497 -0.18 0.16 -0.28
F 1.7667 0.9194 -0.7364 0.13 0.06 0.41
F 1.8193 0.0146 -2.6985 0.16 -0.45 -0.24
C 2.4617 2.2694 -2.5547 -0.50 0.16 0.17
F 3.4651 2.3875 -1.6801 0.52 0.06 0.44
F 2.9673 1.9034 -3.7276 0.26 -0.16 -0.69
H 1.2910 5.1301 -0.2158 0.11 0.02 -0.26
H 1.7836 3.3781 0.0756 -0.16 0.02 0.21
H -0.6675 4.4024 -1.4790 -0.17 0.00 0.21
H -0.0482 2.6049 2.1581 -0.10 0.08 0.43
H -3.0403 3.5991 -0.4000 -0.18 0.07 0.14
H 0.2449 0.2200 0.7053 -0.03 -0.12 0.10
H -1.1613 -0.3263 1.5731 -0.04 -0.19 -0.03
H -0.3789 -2.3094 -0.4921 -0.22 -0.12 0.16
H 1.8425 -2.6865 1.1101 -0.03 0.01 -0.06
H 1.9174 -0.9635 0.8421 0.00 -0.04 -0.08
H 1.8840 -2.1068 -0.5345 0.03 0.25 -0.05
H -5.5933 -0.4558 -1.0286 -0.04 0.02 0.02
H -5.8371 1.3126 -0.9987 -0.01 -0.09 -0.08
H -5.4078 0.4329 0.4882 -0.04 -0.01 0.01
H -3.2058 -3.3880 0.6293 -0.16 -0.05 -0.07
H -4.0696 -2.8673 -0.8396 -0.01 0.00 0.03
H -2.3133 -2.8031 -0.7746 -0.02 0.05 -0.05
H -0.0759 -0.7253 -1.8654 -0.13 -0.08 0.35
H -2.3120 0.4837 -3.4734 -0.02 0.03 0.11
H -0.9296 -0.4870 -3.9284 0.00 0.15 -0.02
H -1.8609 -2.4545 -2.8478 -0.18 -0.03 0.28
H -3.3560 -1.5361 -2.4765 0.09 -0.07 0.15
H -4.0797 -2.1015 -4.5542 0.06 -0.21 0.00
H -2.8541 -1.0352 -5.2021 0.00 -0.02 0.02
H -0.0252 3.1953 -3.3329 -0.11 -0.02 0.08
H -1.4789 2.2690 -3.4812 -0.02 -0.01 0.07
H 0.9178 2.3816 -5.1419 0.18 -0.22 0.03
H 0.5389 0.6769 -4.7645 0.26 0.11 -0.07
H -1.4953 0.8144 -5.9762 -0.10 0.01 0.22
H -1.6400 2.5556 -5.6305 -0.10 -0.10 -0.13
H 0.5737 1.6374 -7.2730 -0.17 -0.04 -0.16
H -0.8928 1.8584 -7.9663 0.00 0.03 -0.02
H 1.9815 3.2400 -2.6543 -0.08 -0.02 -0.05
C -0.0512 0.8920 4.9302 -0.04 0.08 0.07
Cl -0.0242 -0.6214 5.8220 -0.01 0.00 0.00
Cl 0.6702 0.6893 3.3143 0.11 0.01 0.02
H -1.0772 1.2153 4.7939 -0.01 -0.03 -0.02
H 0.5362 1.6325 5.4598 0.04 -0.02 -0.01
C 1.7186 -5.1153 3.9696 -0.04 0.09 0.14
Cl 1.7597 -6.7308 4.6789 0.00 0.01 -0.07
Cl 2.3168 -5.0843 2.3011 0.06 -0.12 0.01
H 0.6940 -4.7621 3.9661 -0.02 -0.02 -0.04
H 2.3432 -4.4608 4.5657 0.02 0.00 -0.04
C 3.2166 -0.4834 -8.4351 -0.01 -0.02 -0.03
Cl 1.7813 -1.0381 -9.2963 -0.01 -0.01 0.00
Cl 2.8047 0.6207 -7.1080 0.19 -0.05 0.09
H 3.7228 -1.3417 -8.0115 -0.02 -0.01 0.02
H 3.8561 0.0494 -9.1276 -0.02 0.02 -0.01
C 4.7458 -1.9392 3.2205 0.06 -0.07 0.08
Cl 4.8558 -1.1609 1.6340 0.01 0.01 0.00
Cl 3.1343 -1.7743 3.9289 -0.10 0.14 -0.09
H 4.9622 -2.9942 3.1021 -0.03 -0.01 -0.03
H 5.4569 -1.4684 3.8887 -0.01 0.02 0.00
C 4.8238 -2.6767 7.7578 -0.01 0.09 0.01
Cl 4.3107 -3.7767 6.4748 0.11 -0.04 0.03
Cl 5.9264 -1.4271 7.1540 -0.02 0.00 0.01
H 3.9443 -2.1902 8.1611 -0.01 0.01 -0.02
H 5.3346 -3.2494 8.5222 0.02 -0.01 -0.04
C 4.1390 -6.6548 9.5492 0.01 -0.09 0.02
Cl 3.6601 -5.1316 10.3190 0.02 0.04 -0.02
Cl 3.5274 -6.7968 7.9015 -0.06 -0.14 0.04
H 5.2207 -6.6984 9.5211 0.01 0.04 0.00
H 3.7329 -7.4669 10.1394 -0.02 0.01 0.00
C -1.3566 -6.4187 0.3157 0.07 0.05 0.14
Cl -1.1327 -5.4259 -1.1337 0.07 0.04 -0.13
Cl -3.0228 -6.3678 0.8981 0.00 0.00 0.02
H -1.1000 -7.4412 0.0690 -0.05 -0.01 -0.04
H -0.7088 -6.0271 1.0915 0.01 0.02 -0.01
C -0.8561 6.8329 2.7350 0.01 -0.14 -0.01
Cl -1.5819 8.1814 1.8588 0.01 0.00 -0.01
Cl 0.4120 7.3474 3.8532 -0.03 0.21 0.03
H -1.6301 6.3328 3.3051 -0.01 0.04 0.02
H -0.4134 6.1550 2.0141 0.00 -0.01 0.00
C -4.1598 3.5219 -4.2258 -0.09 -0.24 -0.01
Cl -4.3683 3.0695 -5.9200 -0.04 0.09 0.00
Cl -3.0705 4.8991 -4.0025 0.05 0.01 0.03
H -5.1311 3.7737 -3.8171 0.02 0.10 -0.02
H -3.7395 2.6744 -3.6995 -0.01 0.00 0.04
C 2.7231 4.1465 4.8970 0.05 -0.02 0.05
Cl 1.4209 4.0698 3.6936 0.10 0.07 0.06
Cl 3.6012 2.6199 5.0047 -0.02 0.00 0.01
H 3.4072 4.9338 4.6056 0.01 -0.02 -0.04
H 2.2729 4.3577 5.8594 -0.02 0.00 -0.01
```
Positions in Å, forces in eV/Å.

Calculated values
frontier orbital gap	7.5	eV
E_tot	-12941.32559	hartree
LUMO energy	-3.7	eV
charge	+1
multiplicity	1

---

No. 3
Density functional theory data (the ωB97M-V functional and the def2-TZVPD basis) for C31H54BN8SV as an isolated structure.

```
96
Properties=species:S:1:pos:R:3:forces:R:3
V -0.0643 -0.8951 -0.7941 0.02 -0.47 -0.12
C 4.5641 -1.6912 -0.8005 -0.01 -0.01 0.05
C 3.0792 -1.8820 -0.4906 0.05 -0.01 0.00
C 2.2526 -1.7149 -1.7696 0.04 -0.03 -0.16
C 2.6250 -0.9210 0.5681 0.17 0.04 0.17
C 3.3118 -0.3122 1.6156 -0.07 0.03 -0.13
C 2.4195 0.5937 2.1871 -0.01 -0.03 -0.08
C 2.7999 1.5015 3.3388 0.02 0.03 0.04
C 1.8631 2.6460 3.7095 -0.01 -0.01 -0.02
C 4.1943 2.0892 3.0763 0.00 -0.04 0.01
N 1.2449 0.4780 1.5186 0.17 -0.01 0.24
N 1.3863 -0.4489 0.5418 -0.15 -0.05 -0.03
B -0.0771 1.2916 1.4103 0.05 0.09 0.09
N -0.0954 1.9273 -0.0184 -0.01 0.31 -0.01
N -0.0566 1.1525 -1.1418 -0.01 -0.14 -0.15
C -0.0610 1.9666 -2.1989 0.00 0.06 -0.03
C -0.0996 3.2876 -1.7654 -0.01 -0.01 -0.06
C -0.1208 3.2250 -0.3779 0.00 -0.08 0.00
C -0.1530 4.3823 0.5765 0.00 -0.01 -0.01
C -1.3953 5.2409 0.3335 0.00 -0.02 0.00
C 1.1271 5.2107 0.4436 0.01 -0.02 0.01
C -0.0273 1.4155 -3.5937 0.01 0.00 0.04
C -1.2693 1.8336 -4.3810 -0.02 -0.01 0.03
C 1.2515 1.8368 -4.3189 0.01 -0.02 0.03
N -1.3290 0.3829 1.5329 -0.19 -0.06 0.13
N -1.5398 -0.4350 0.4814 0.12 0.00 -0.03
C -2.7734 -0.9110 0.5309 -0.14 0.04 0.12
C -3.3936 -0.4106 1.6810 0.07 0.01 -0.07
C -2.4526 0.4129 2.2879 -0.02 -0.02 -0.08
C -2.6329 1.1608 3.5783 0.04 0.02 -0.01
C -2.6520 2.6833 3.4167 -0.02 0.00 0.00
C -1.6179 0.6993 4.6252 -0.01 0.00 0.00
C -3.2582 -1.7999 -0.5782 -0.03 0.01 0.05
C -4.7420 -1.5610 -0.8583 0.01 0.00 0.03
C -2.4480 -1.5852 -1.8624 0.01 -0.03 -0.13
H 4.8954 -2.4071 -1.5530 -0.01 -0.01 0.00
H 5.1741 -1.8387 0.0901 0.00 0.00 0.00
H 4.7546 -0.6844 -1.1761 0.00 0.01 0.00
H 2.9303 -2.9022 -0.1210 -0.04 0.01 0.00
H 2.2343 -0.6739 -2.1096 0.00 0.01 0.04
H 1.2243 -2.1474 -1.7186 0.10 0.10 0.03
H 2.6941 -2.3060 -2.5757 0.00 0.05 -0.01
H 4.3339 -0.4709 1.9074 0.01 -0.01 -0.01
H 2.8808 0.8471 4.2134 -0.02 0.00 0.00
H 1.7373 3.3418 2.8784 -0.02 0.01 -0.02
H 2.3082 3.1988 4.5373 0.01 0.00 0.00
H 0.8830 2.3086 4.0310 -0.04 0.00 0.01
H 4.1813 2.7125 2.1803 0.00 0.01 -0.01
H 4.9531 1.3212 2.9430 0.01 0.01 0.00
H 4.4970 2.7115 3.9181 0.00 0.00 0.01
H -0.1251 2.1350 2.2218 0.01 0.07 0.10
H -0.1119 4.1799 -2.3680 0.00 0.00 -0.02
H -0.2029 3.9871 1.5897 0.00 0.01 0.01
H -1.3800 5.6735 -0.6682 0.00 0.00 -0.01
H -1.4344 6.0604 1.0516 0.00 0.00 0.01
H -2.3076 4.6517 0.4334 -0.01 0.01 0.00
H 1.2069 5.6446 -0.5544 0.00 0.00 -0.01
H 2.0143 4.5988 0.6156 0.01 0.01 0.00
H 1.1268 6.0274 1.1662 0.00 0.00 0.01
H -0.0278 0.3203 -3.4993 0.00 0.00 -0.02
H -1.2998 2.9178 -4.4994 0.01 0.01 0.00
H -2.1851 1.5303 -3.8714 0.00 0.00 -0.01
H -1.2622 1.3881 -5.3762 0.00 0.00 -0.01
H 1.2874 2.9213 -4.4321 -0.01 0.01 0.01
H 1.2928 1.3941 -5.3146 0.00 0.00 -0.01
H 2.1412 1.5313 -3.7661 0.00 0.00 -0.01
H -4.3917 -0.5987 2.0372 -0.01 0.00 0.00
H -3.6259 0.8683 3.9293 0.00 -0.01 -0.01
H -1.6648 3.0820 3.1898 0.02 -0.01 -0.01
H -2.9900 3.1445 4.3452 0.00 0.00 0.00
H -3.3350 2.9850 2.6216 0.00 0.01 0.00
H -0.5987 0.8755 4.2836 0.03 0.01 -0.01
H -1.7207 -0.3679 4.8238 0.00 0.00 0.00
H -1.7631 1.2392 5.5614 0.00 0.00 0.01
H -3.1284 -2.8409 -0.2635 0.04 0.00 0.01
H -4.9133 -0.5313 -1.1769 0.00 0.00 0.00
H -5.3427 -1.7416 0.0326 0.00 0.00 0.00
H -5.0997 -2.2277 -1.6433 0.00 -0.01 0.00
H -2.4828 -0.5454 -2.1967 0.02 0.01 0.04
H -2.8670 -2.2021 -2.6607 -0.05 0.07 -0.03
H -1.3926 -1.9619 -1.8418 -0.16 0.10 0.09
S -0.1322 -3.2372 0.3270 -0.01 0.09 -0.10
C -0.2309 -4.5948 -0.7048 0.02 -0.06 0.04
N -0.2077 -5.8102 -0.1533 0.00 0.01 -0.04
C -0.2914 -7.0607 -0.9005 -0.02 -0.05 -0.01
C 0.2591 -6.8475 -2.2992 -0.01 0.02 0.01
C -0.4364 -5.6538 -2.9289 0.01 -0.03 -0.04
N -0.3268 -4.5044 -2.0344 0.01 0.01 0.05
H -0.1467 -5.8322 0.8517 0.01 0.02 -0.01
H -1.3302 -7.3990 -0.9452 0.01 -0.01 0.00
H 0.2832 -7.8149 -0.3657 0.00 0.01 0.01
H 0.0948 -7.7372 -2.9044 -0.01 0.00 0.00
H 1.3342 -6.6658 -2.2500 0.00 0.00 0.00
H -1.4892 -5.8810 -3.1178 0.01 0.00 0.00
H 0.0249 -5.3882 -3.8790 -0.01 0.00 0.01
H -0.3627 -3.5729 -2.4152 0.04 -0.02 0.02
```
Positions in Å, forces in eV/Å.

Calculated values
frontier orbital gap (spin up / spin down)	7.9 / 7.3	eV
E_tot	-3018.71153	hartree
LUMO energy (spin up / spin down)	-2.1 / -2.1	eV
charge	+1
multiplicity	2